# 1
Computed, not measured: 3 unconnected molecules or ions with the total composition C21H30NO4 at a distorted geometry, with ωB97M-V with the def2-TZVPD basis set.

Geometry as XYZ:
```
56
Properties=species:S:1:pos:R:3:mulliken_charge:R:1
C -1.08990 -2.32760 -1.39369 -0.659
O -1.57156 -1.20134 -2.08493 -0.392
C -0.61225 -0.15660 -2.13931 -0.678
C -0.50487 0.62191 -0.83458 -0.445
C 0.84604 1.31713 -0.74465 -0.654
C 0.98426 2.06364 0.58560 0.273
N 1.88165 3.21306 0.57129 -0.256
C 3.23018 2.92876 0.13031 -0.869
C 4.31273 3.25604 1.20278 0.523
C 5.56831 3.71667 0.49778 -1.755
O 3.88799 4.22096 2.14041 -0.554
C 1.35760 1.06081 1.69677 0.249
O 2.41872 0.39722 1.52259 -0.762
O 0.54835 0.99184 2.63923 -0.796
H -0.36877 -2.08138 -0.62343 0.379
H -0.66348 -3.04202 -2.09581 0.210
H -1.92490 -2.82786 -0.91841 0.224
H -0.95478 0.52672 -2.90569 0.351
H 0.36235 -0.53189 -2.44777 0.385
H -1.25044 1.40682 -0.84519 0.183
H -0.65321 -0.01029 0.02567 0.378
H 1.02880 1.94881 -1.61277 0.293
H 1.60909 0.54173 -0.75577 0.390
H 0.00050 2.43729 0.84809 0.097
H 1.47315 3.99838 0.09727 0.268
H 3.34830 1.87678 -0.09494 0.212
H 3.46717 3.50790 -0.76343 0.503
H 4.52720 2.31770 1.70131 0.253
H 5.82018 3.02020 -0.29327 0.397
H 6.42023 3.77993 1.17010 0.416
H 5.40397 4.70439 0.07786 0.477
H 4.40460 5.01177 1.98387 0.303
C -2.11868 2.04831 5.48770 -0.580
C -3.25544 2.55284 6.10746 -0.300
C -4.17004 3.30136 5.37910 -0.390
C -3.94786 3.53807 4.02944 -0.371
C -2.81120 3.02985 3.41262 -0.496
C -1.88965 2.28536 4.13790 -0.191
H -1.40478 1.46627 6.05632 0.390
H -3.42940 2.36265 7.16021 0.342
H -5.05455 3.69940 5.86235 0.337
H -4.66222 4.11924 3.45798 0.346
H -2.63932 3.21307 2.35931 0.375
H -0.99913 1.89158 3.65065 0.596
C -1.91228 -5.52534 -3.87499 -0.279
C -2.14608 -6.75668 -3.27944 -0.464
C -1.64788 -7.91482 -3.85952 -0.316
C -0.90971 -7.84098 -5.03232 -0.386
C -0.67329 -6.60922 -5.62630 -0.333
C -1.17691 -5.45184 -5.04933 -0.456
H -2.30122 -4.62198 -3.42317 0.470
H -2.71635 -6.81304 -2.36134 0.354
H -1.83376 -8.87551 -3.39647 0.350
H -0.51719 -8.74387 -5.48264 0.346
H -0.09502 -6.55108 -6.53957 0.349
H -0.99525 -4.49111 -5.51323 0.365
```

Results
E_tot: -1173.93071 hartree
E_LUMO: 2.475 eV
Orbital gap: 6.8181 eV
Net charge: -1


# 2
Computed, not measured: a molecular structure, C57H48Cl5N4OP2RuS2 at a distorted geometry, with ωB97M-V with the def2-TZVPD basis set.

Geometry as XYZ:
```
120
Properties=species:S:1:pos:R:3:mulliken_charge:R:1
Ru 0.54040 -0.34000 0.05227 1.623
C 6.04710 -3.10100 -1.51203 -0.749
C 6.27010 -2.66490 -0.21753 -0.698
C 5.32990 -1.88100 0.42877 -0.937
C 4.15670 -1.52890 -0.22613 0.628
C 3.93110 -1.97730 -1.52623 -0.327
C 4.87270 -2.75990 -2.16533 -0.929
P 2.89920 -0.37020 0.40777 3.337
C 3.66380 0.26290 1.95717 0.836
C 4.02980 1.59960 2.10857 -0.891
C 4.58310 2.05000 3.29357 -0.722
C 4.77270 1.17780 4.35247 -0.949
C 4.43730 -0.15710 4.20617 -0.738
C 3.88390 -0.60970 3.02277 -0.132
C 3.21170 1.09260 -0.64213 -0.319
C 4.29850 1.40700 -1.41443 -1.012
C 4.43910 2.72790 -1.87873 -1.420
C 3.57280 3.71230 -1.48513 -1.032
C 2.46090 3.42430 -0.66283 1.352
C 1.60270 4.39480 -0.10963 -1.080
C 0.62680 4.00950 0.76857 -0.958
C 0.35960 2.65190 1.01847 0.331
C 1.10050 1.65960 0.42577 -0.388
C 2.23170 2.06850 -0.32343 0.105
H 6.78390 -3.71810 -2.00343 0.382
H 7.18260 -2.93240 0.29547 0.437
H 5.52470 -1.53650 1.43297 0.390
H 3.01680 -1.68160 -2.02573 0.244
H 4.69050 -3.10520 -3.17213 0.506
H 3.90410 2.29650 1.29577 0.266
H 4.88100 3.08600 3.37827 0.472
H 5.19620 1.53520 5.27817 0.399
H 4.61830 -0.85450 5.01117 0.494
H 3.64020 -1.65500 2.92467 0.428
H 5.04060 0.65840 -1.66033 0.566
H 5.28340 2.96950 -2.50893 0.396
H 3.74290 4.73600 -1.78583 0.473
H 1.74030 5.43570 -0.36303 0.382
H 0.01480 4.75480 1.25647 0.401
H -0.44960 2.40440 1.68937 0.835
N -1.11160 0.53090 -0.55593 0.433
P -2.30700 1.51270 -0.46653 1.021
C -3.80940 0.74510 -1.16563 0.645
C -3.96360 0.78650 -2.54653 -0.683
C -5.00120 0.10100 -3.14833 -0.824
C -5.87100 -0.65360 -2.37603 -0.681
C -5.70620 -0.71480 -1.00163 -0.674
C -4.67900 -0.01450 -0.39463 -0.121
C -2.81980 2.03570 1.21747 0.478
C -2.76380 1.04020 2.18807 0.080
C -3.14910 1.32500 3.48477 -1.229
C -3.57580 2.59970 3.82267 -0.842
C -3.60220 3.59630 2.86227 -0.913
C -3.23160 3.31650 1.55867 -0.923
C -2.12760 3.04860 -1.44573 0.270
C -0.88570 3.30710 -2.00703 -0.532
C -0.69260 4.44530 -2.76903 -1.025
C -1.74440 5.32130 -2.98063 -0.708
C -2.99390 5.05000 -2.44343 -0.911
C -3.19130 3.91310 -1.68133 -0.657
H -3.27270 1.37600 -3.13643 0.410
H -5.13510 0.15920 -4.21993 0.438
H -6.67930 -1.19270 -2.84733 0.421
H -6.38100 -1.31060 -0.40443 0.460
H -4.55980 -0.04540 0.67887 0.355
H -2.38530 0.06390 1.90977 0.543
H -3.12560 0.54840 4.23577 0.442
H -3.88760 2.81440 4.83427 0.421
H -3.91320 4.59570 3.12817 0.439
H -3.25370 4.10010 0.81637 0.488
H -0.08850 2.59560 -1.83843 0.229
H 0.27950 4.64630 -3.19583 0.546
H -1.59280 6.21280 -3.57223 0.421
H -3.81570 5.72740 -2.62643 0.435
H -4.17400 3.68980 -1.28813 0.560
C -0.24570 -1.27110 4.98267 -1.027
S 0.82600 -0.40780 3.75267 0.894
C 0.77690 1.21980 4.60187 -1.146
O -0.01490 -0.21730 2.55747 -0.985
H -1.22050 -0.80110 5.01787 0.195
H 0.23770 -1.22110 5.95057 0.529
H -0.33710 -2.30630 4.67137 0.242
H 1.35870 1.90930 4.00067 0.113
H 1.22710 1.12200 5.58107 0.530
H -0.24660 1.56880 4.66847 0.360
Cl 1.58950 -2.67570 2.06327 -0.172
C 1.03870 -3.42680 0.61757 1.652
C 0.90040 -2.63540 -0.52483 -2.387
C 0.58550 -3.38730 -1.65943 1.139
Cl 0.57570 -2.64260 -3.20843 -0.372
C 0.29300 -4.74810 -1.65453 -0.354
Cl -0.14200 -5.57050 -3.10283 -0.200
C 0.32870 -5.44870 -0.45563 0.555
Cl -0.11100 -7.10910 -0.39613 -0.222
C 0.73760 -4.78010 0.69137 0.022
Cl 0.84400 -5.63200 2.18837 -0.202
C 1.53800 -0.33870 -5.67543 -1.231
C 0.37640 0.10560 -4.78143 -0.873
C 0.77880 0.19560 -3.40493 0.118
N 1.12770 0.28140 -2.31543 0.364
H 1.20200 -0.39210 -6.70793 0.407
H 1.88930 -1.32330 -5.37853 0.287
H 2.36890 0.35970 -5.60583 0.339
H -0.44210 -0.61620 -4.84693 0.373
H 0.00150 1.08580 -5.08913 0.477
N -5.04720 -5.53510 0.85757 -0.426
C -4.71130 -4.66220 -0.16373 0.624
S -5.73530 -4.64160 -1.52843 -0.333
C -3.62300 -3.78480 -0.04083 0.373
C -3.16590 -3.00330 -1.13573 -0.733
C -2.10860 -2.15880 -0.98043 -1.468
N -1.45440 -1.98590 0.18287 2.209
C -1.89130 -2.68740 1.23627 -0.608
C -2.92360 -3.58190 1.18277 -1.757
H -5.77370 -6.18820 0.60127 0.263
H -4.27670 -5.96490 1.34997 0.218
H -3.66420 -3.08290 -2.09003 0.483
H -1.75840 -1.55920 -1.81063 0.447
H -1.38260 -2.49000 2.17197 -0.027
H -3.24730 -4.08490 2.08177 0.495
```

Results
E_tot: -6369.95827 hartree
E_LUMO (alpha / beta): -0.784 / -0.783 eV
Orbital gap (alpha / beta): 5.5846 / 6.1792 eV
⟨S²⟩: 0.7979
Multiplicity: 2
ΔE to the lowest compared entry with this formula, charge and spin: 0.947 eV